ORCA calculation (ωB97M-V/def2-TZVPD) on an isolated molecule of C4H6N2.

Summary:
SMILES	C[C@H]1N[C@H]1C#N
lowest unoccupied orbital energy	0.9	eV
ΔE to the lowest compared entry with this formula, charge and spin	57.0	kcal/mol
highest occupied orbital energy	-10.28	eV
molar mass	82.106	g mol⁻¹
DFT total energy	-265.444667	a.u.

XYZ file:
```
12
C4H6N2 (ωB97M-V/def2-TZVPD)
C -0.980 -1.090 0.057
C -0.322 0.051 0.818
C 0.460 1.087 -0.043
C 0.880 0.840 -1.423
H -1.086 -1.915 0.748
H -0.531 -1.227 -1.004
H -2.115 -0.631 -0.136
H -1.004 0.402 1.692
H 1.572 -0.552 0.597
H 0.685 2.136 0.156
N 1.112 0.249 1.020
N 1.329 0.648 -2.483
```